1.
{"formula": "C47H120O45S13", "method": "wB97M-V/def2-TZVPD", "energy_ha": -10424.79785, "orbital_gap_ev": 10.570, "lumo_energy_ev": -0.1422, "homo_ev": -10.71, "symbols": ["C", "C", "O", "C", "O", "O", "C", "H", "H", "H", "H", "H", "H", "H", "H", "C", "C", "O", "C", "O", "O", "C", "H", "H", "H", "H", "H", "H", "H", "H", "O", "S", "O", "O", "C", "C", "C", "H", "H", "H", "H", "H", "H", "H", "H", "O", "S", "O", "O", "C", "C", "C", "H", "H", "H", "H", "H", "H", "H", "H", "O", "S", "O", "O", "C", "C", "C", "H", "H", "H", "H", "H", "H", "H", "H", "O", "S", "O", "O", "C", "C", "C", "H", "H", "H", "H", "H", "H", "H", "H", "O", "S", "O", "O", "C", "C", "C", "H", "H", "H", "H", "H", "H", "H", "H", "O", "S", "O", "O", "C", "C", "C", "H", "H", "H", "H", "H", "H", "H", "H", "O", "S", "O", "O", "C", "C", "C", "H", "H", "H", "H", "H", "H", "H", "H", "O", "S", "O", "O", "C", "C", "C", "H", "H", "H", "H", "H", "H", "H", "H", "O", "S", "O", "O", "C", "C", "C", "H", "H", "H", "H", "H", "H", "H", "H", "O", "S", "O", "O", "C", "C", "C", "H", "H", "H", "H", "H", "H", "H", "H", "O", "S", "O", "O", "C", "C", "C", "H", "H", "H", "H", "H", "H", "H", "H", "O", "S", "O", "O", "C", "C", "C", "H", "H", "H", "H", "H", "H", "H", "H", "O", "S", "O", "O", "C", "C", "C", "H", "H", "H", "H", "H", "H", "H", "H"], "positions_angstrom": [[13.29, 24.53, 13.35], [14.86, 24.54, 13.48], [15.41, 23.22, 13.27], [15.14, 22.30, 14.14], [14.78, 22.52, 15.25], [15.43, 21.04, 13.71], [14.96, 19.90, 14.40], [12.71, 24.12, 14.10], [13.01, 24.09, 12.42], [12.96, 25.56, 13.35], [15.13, 24.90, 14.47], [15.33, 25.16, 12.73], [14.92, 20.14, 15.48], [15.69, 19.11, 14.27], [14.00, 19.51, 14.00], [22.14, 27.38, 16.44], [20.69, 27.17, 16.89], [19.96, 26.42, 15.90], [19.24, 27.12, 14.97], [18.94, 28.30, 15.00], [19.04, 26.24, 13.95], [18.28, 26.64, 12.83], [22.23, 27.82, 15.40], [22.50, 26.35, 16.30], [22.67, 27.94, 17.17], [20.20, 28.13, 17.01], [20.69, 26.62, 17.81], [17.23, 26.78, 13.09], [18.44, 25.84, 12.18], [18.70, 27.54, 12.38], [9.46, 27.65, 10.21], [10.05, 26.76, 11.19], [10.97, 27.23, 12.21], [8.78, 26.00, 11.83], [9.12, 25.11, 12.91], [7.88, 24.72, 13.70], [10.99, 25.56, 10.36], [9.91, 25.54, 13.48], [9.56, 24.14, 12.46], [7.37, 23.93, 13.15], [7.20, 25.55, 14.00], [8.25, 24.32, 14.71], [11.86, 25.91, 9.87], [10.27, 25.11, 9.66], [11.18, 24.87, 11.16], [14.67, 12.21, 12.70], [14.79, 12.84, 11.44], [13.69, 13.19, 10.64], [15.70, 14.15, 11.57], [16.57, 14.20, 12.74], [16.97, 15.67, 12.77], [15.82, 11.71, 10.57], [17.40, 13.50, 12.75], [16.01, 14.05, 13.68], [17.69, 15.73, 13.59], [16.04, 16.22, 12.98], [17.44, 16.05, 11.88], [15.14, 10.95, 10.16], [16.62, 11.26, 11.16], [16.28, 12.23, 9.72], [10.44, 25.30, 19.84], [10.88, 24.25, 19.03], [10.33, 24.05, 17.69], [12.47, 24.39, 18.89], [13.17, 23.61, 17.90], [13.98, 22.42, 18.55], [10.84, 22.68, 20.05], [13.61, 24.34, 17.21], [12.44, 23.17, 17.22], [13.47, 21.75, 19.28], [14.90, 22.78, 19.04], [14.25, 21.80, 17.70], [9.80, 22.47, 20.34], [11.46, 22.89, 20.94], [11.31, 21.89, 19.42], [15.12, 22.66, 9.49], [16.43, 22.91, 10.04], [16.71, 24.01, 10.96], [16.72, 21.54, 10.75], [17.76, 21.41, 11.83], [19.04, 20.89, 11.23], [17.49, 22.88, 8.71], [17.33, 20.89, 12.64], [17.82, 22.41, 12.21], [18.79, 19.95, 10.72], [19.64, 20.69, 12.08], [19.52, 21.52, 10.52], [18.55, 22.62, 8.94], [17.44, 23.84, 8.28], [17.07, 22.19, 7.97], [15.99, 19.74, 19.51], [15.51, 18.59, 18.76], [14.81, 18.92, 17.55], [16.82, 17.72, 18.34], [16.57, 16.73, 17.24], [18.03, 16.42, 16.76], [14.61, 17.51, 19.72], [15.92, 17.17, 16.50], [16.16, 15.77, 17.64], [18.44, 17.09, 16.03], [18.28, 15.42, 16.46], [18.57, 16.58, 17.68], [13.64, 17.95, 19.59], [15.01, 17.68, 20.68], [14.80, 16.49, 19.40], [16.32, 26.78, 16.41], [15.48, 27.31, 17.44], [15.48, 28.71, 17.76], [14.01, 26.89, 16.95], [12.90, 27.70, 17.23], [11.96, 27.60, 16.09], [15.58, 26.45, 18.91], [13.21, 28.75, 17.35], [12.50, 27.43, 18.26], [11.20, 28.30, 16.32], [11.42, 26.61, 16.00], [12.49, 27.78, 15.11], [15.22, 25.47, 18.79], [14.96, 27.02, 19.63], [16.58, 26.60, 19.22], [15.77, 29.43, 12.76], [14.61, 28.92, 13.59], [14.37, 27.50, 13.59], [14.65, 29.53, 15.01], [15.64, 30.51, 15.45], [15.04, 31.47, 16.36], [13.05, 29.54, 12.94], [15.96, 30.97, 14.56], [16.38, 29.84, 15.89], [15.81, 32.20, 16.61], [14.61, 30.98, 17.27], [14.26, 32.07, 15.89], [12.25, 29.14, 13.57], [12.80, 29.20, 11.94], [12.95, 30.61, 12.92], [11.02, 18.28, 13.23], [9.79, 18.48, 13.91], [9.22, 17.40, 14.63], [9.91, 19.73, 14.85], [10.74, 20.87, 14.44], [11.42, 21.45, 15.64], [8.70, 19.03, 12.62], [10.04, 21.64, 14.07], [11.38, 20.47, 13.68], [10.73, 21.69, 16.43], [11.95, 22.36, 15.28], [12.11, 20.69, 16.05], [7.67, 19.07, 12.96], [8.81, 18.34, 11.78], [9.04, 20.01, 12.33], [14.88, 28.46, 8.04], [15.57, 27.35, 8.54], [15.74, 26.20, 7.65], [16.99, 27.86, 9.05], [17.14, 29.26, 9.29], [18.57, 29.66, 9.76], [15.04, 26.80, 10.27], [16.41, 29.52, 10.05], [16.93, 29.86, 8.41], [18.40, 30.59, 10.27], [19.16, 29.80, 8.84], [18.97, 29.04, 10.53], [15.73, 26.05, 10.60], [13.99, 26.52, 10.23], [15.14, 27.70, 10.87], [14.45, 15.12, 16.24], [13.45, 15.77, 15.40], [13.87, 16.63, 14.31], [12.45, 14.55, 14.90], [11.50, 14.72, 13.91], [11.32, 13.38, 13.19], [12.41, 16.73, 16.54], [11.78, 15.56, 13.24], [10.53, 15.01, 14.38], [12.27, 12.92, 12.95], [10.73, 13.55, 12.28], [10.73, 12.74, 13.79], [13.04, 17.62, 16.77], [12.17, 16.12, 17.41], [11.42, 16.96, 16.07], [10.19, 21.48, 9.79], [11.61, 21.63, 9.96], [12.09, 22.21, 11.17], [12.25, 20.21, 9.92], [13.56, 19.99, 10.45], [13.73, 18.55, 10.94], [12.14, 22.59, 8.53], [13.64, 20.67, 11.30], [14.24, 20.37, 9.74], [13.13, 18.24, 11.81], [14.72, 18.26, 11.19], [13.55, 17.92, 10.06], [11.95, 22.12, 7.57], [13.18, 22.84, 8.66], [11.54, 23.48, 8.59], [19.66, 22.52, 18.38], [18.90, 23.40, 19.20], [19.54, 24.61, 19.62], [17.54, 23.72, 18.51], [17.14, 23.33, 17.08], [17.94, 24.10, 16.05], [18.29, 22.60, 20.60], [16.05, 23.54, 17.06], [17.37, 22.29, 17.04], [17.39, 24.03, 15.10], [18.96, 23.65, 16.02], [18.03, 25.10, 16.37], [19.19, 22.39, 21.17], [17.66, 21.75, 20.45], [17.81, 23.43, 21.15], [18.78, 18.57, 14.35], [19.62, 19.42, 15.14], [21.01, 19.03, 15.41], [19.72, 20.81, 14.36], [20.74, 21.76, 14.75], [20.74, 23.01, 13.84], [18.93, 19.89, 16.72], [21.75, 21.32, 14.68], [20.59, 22.18, 15.77], [21.53, 23.67, 14.19], [19.82, 23.60, 13.74], [21.03, 22.76, 12.77], [19.08, 19.05, 17.38], [17.86, 20.04, 16.58], [19.54, 20.68, 17.12]], "mulliken_charge": [-0.54, 1.37, 0.41, -0.02, -0.38, 0.35, 0.07, -0.47, 0.04, 0.28, -0.01, -0.65, -0.04, 0.19, -0.48, -1.26, -0.26, 0.01, 0.55, -0.64, -0.20, -0.45, 0.24, 0.27, 0.45, 0.32, 0.31, 0.10, 0.07, 0.40, -0.70, 1.06, -0.40, -0.43, 0.59, -1.25, -0.67, 0.06, -0.05, 0.34, 0.39, 0.24, 0.45, 0.46, -0.21, -0.61, 1.27, -0.61, -0.25, -0.41, -0.56, -1.12, 0.39, 0.26, 0.25, -0.13, 0.46, 0.39, 0.33, 0.33, -0.65, 1.07, -0.49, -0.34, 1.58, 0.03, -0.72, -0.49, -0.66, 0.52, -0.16, -0.30, 0.43, 0.32, 0.04, -0.81, 1.20, -0.72, -0.26, 1.54, -1.60, -1.11, -0.11, -0.35, 0.33, 0.14, 0.40, 0.20, 0.35, 0.43, -0.58, 1.28, -0.37, -0.50, 0.63, -1.30, -1.22, -0.13, 0.37, -0.16, 0.44, 0.46, 0.34, 0.50, 0.31, -0.36, 0.62, -0.73, 0.18, -0.36, -0.48, -1.10, 0.14, 0.28, 0.69, 0.09, -0.50, -0.13, 0.48, 0.63, -0.75, 0.75, 0.23, 0.22, -0.11, -1.40, -1.15, 0.65, 0.05, 0.43, 0.22, 0.33, 0.24, 0.33, 0.49, -0.36, 1.21, -0.70, -0.41, -0.26, 0.39, -0.93, 0.16, 0.39, 0.52, -0.88, -0.18, 0.38, 0.34, 0.18, -0.66, 1.26, -0.64, -0.25, 0.00, -1.29, 1.28, 0.13, 0.37, 0.41, 0.37, 0.23, -0.26, -0.42, -0.49, -0.67, 0.78, -0.02, -0.24, 0.42, -1.43, -0.39, 0.01, 0.18, 0.28, 0.37, 0.42, -0.24, 0.44, 0.09, -0.73, 1.19, -0.20, -0.46, 0.91, -1.40, -0.41, -0.47, 0.44, -0.06, 0.43, 0.56, 0.44, -0.06, 0.19, -0.66, 1.26, -0.70, -0.54, 1.32, 0.58, -0.93, -1.11, 0.09, -0.13, -0.35, 0.18, 0.46, 0.17, 0.34, -0.41, 1.03, -0.75, -0.16, -0.16, -1.34, -0.15, 0.42, 0.17, 0.53, 0.10, 0.36, 0.32, -0.38, 0.41]}



2.
{"formula": "C47H123N5O17", "method": "wB97M-V/def2-TZVPD", "energy_ha": -3416.92738, "orbital_gap_ev": 8.638, "lumo_energy_ev": 0.1631, "homo_ev": -8.47, "symbols": ["C", "O", "C", "C", "N", "C", "C", "O", "C", "H", "H", "H", "H", "H", "H", "H", "H", "H", "H", "H", "H", "H", "H", "H", "C", "O", "C", "C", "N", "C", "C", "O", "C", "H", "H", "H", "H", "H", "H", "H", "H", "H", "H", "H", "H", "H", "H", "H", "C", "O", "C", "C", "N", "C", "C", "O", "C", "H", "H", "H", "H", "H", "H", "H", "H", "H", "H", "H", "H", "H", "H", "H", "C", "O", "C", "C", "N", "C", "C", "O", "C", "H", "H", "H", "H", "H", "H", "H", "H", "H", "H", "H", "H", "H", "H", "H", "C", "O", "C", "C", "N", "C", "C", "O", "C", "H", "H", "H", "H", "H", "H", "H", "H", "H", "H", "H", "H", "H", "H", "H", "C", "C", "C", "O", "H", "H", "H", "H", "H", "H", "H", "H", "C", "C", "C", "O", "H", "H", "H", "H", "H", "H", "H", "H", "C", "C", "C", "O", "H", "H", "H", "H", "H", "H", "H", "H", "C", "C", "C", "O", "H", "H", "H", "H", "H", "H", "H", "H", "C", "C", "C", "O", "H", "H", "H", "H", "H", "H", "H", "H", "C", "O", "H", "H", "H", "H", "C", "O", "H", "H", "H", "H"], "positions_angstrom": [[17.06, -6.54, 29.86], [18.06, -7.50, 29.49], [17.56, -8.47, 28.59], [18.72, -9.42, 28.37], [18.50, -10.51, 27.44], [17.36, -11.37, 27.89], [17.26, -12.58, 26.90], [18.39, -13.41, 26.89], [18.31, -14.56, 26.05], [16.60, -6.02, 29.02], [17.49, -5.79, 30.52], [16.32, -7.14, 30.39], [17.42, -7.91, 27.67], [16.66, -8.96, 28.98], [19.08, -9.77, 29.34], [19.55, -8.77, 28.08], [19.32, -11.06, 27.62], [16.40, -10.84, 27.85], [17.58, -11.60, 28.93], [16.99, -12.20, 25.92], [16.37, -13.16, 27.12], [18.14, -14.21, 25.03], [17.55, -15.30, 26.32], [19.26, -15.08, 26.05], [12.44, 5.03, 35.80], [12.50, 3.92, 34.93], [11.98, 4.13, 33.61], [12.44, 5.35, 32.86], [13.83, 5.15, 32.76], [14.67, 6.41, 32.56], [16.20, 6.09, 32.78], [16.32, 5.62, 34.11], [16.14, 6.59, 35.13], [12.94, 4.90, 36.76], [11.39, 5.17, 36.04], [12.87, 5.93, 35.37], [10.91, 4.01, 33.77], [12.18, 3.22, 33.04], [12.13, 6.26, 33.38], [12.08, 5.39, 31.83], [14.19, 4.64, 33.56], [14.34, 7.23, 33.19], [14.45, 6.84, 31.58], [16.83, 6.95, 32.55], [16.42, 5.24, 32.13], [15.13, 6.96, 35.27], [16.79, 7.44, 34.95], [16.43, 6.19, 36.10], [16.49, -3.61, 18.72], [17.58, -4.52, 18.53], [17.30, -5.82, 19.14], [18.58, -6.69, 19.09], [19.21, -6.98, 17.74], [20.32, -7.89, 17.74], [20.93, -8.04, 16.32], [21.24, -6.74, 15.76], [21.66, -6.78, 14.40], [15.50, -3.89, 18.37], [16.66, -2.67, 18.19], [16.39, -3.33, 19.77], [16.51, -6.35, 18.62], [16.89, -5.80, 20.14], [18.31, -7.61, 19.59], [19.31, -6.29, 19.80], [19.61, -6.16, 17.32], [19.95, -8.82, 18.19], [21.17, -7.56, 18.34], [20.23, -8.47, 15.60], [21.76, -8.74, 16.39], [21.92, -5.75, 14.14], [20.98, -7.22, 13.68], [22.60, -7.31, 14.29], [13.31, 2.84, 27.24], [14.08, 1.87, 26.60], [15.07, 1.34, 27.51], [15.72, 0.14, 26.89], [14.81, -0.98, 26.69], [15.34, -1.99, 25.80], [14.32, -3.06, 25.48], [13.23, -2.44, 24.85], [12.22, -3.31, 24.43], [13.87, 3.74, 27.48], [12.86, 2.47, 28.16], [12.46, 3.09, 26.61], [14.60, 1.02, 28.43], [15.74, 2.14, 27.84], [16.53, -0.17, 27.54], [16.18, 0.45, 25.95], [13.90, -0.63, 26.41], [16.31, -2.36, 26.14], [15.55, -1.54, 24.83], [13.93, -3.66, 26.30], [14.76, -3.81, 24.82], [11.81, -3.81, 25.31], [12.50, -4.11, 23.75], [11.41, -2.71, 24.03], [19.91, -3.90, 23.03], [19.57, -2.93, 22.10], [20.51, -1.87, 22.00], [19.97, -0.78, 21.09], [19.91, -1.29, 19.68], [19.59, -0.17, 18.74], [19.53, -0.66, 17.26], [19.17, 0.39, 16.37], [20.20, 1.37, 16.20], [19.10, -4.62, 23.08], [20.14, -3.48, 24.01], [20.77, -4.49, 22.71], [21.48, -2.27, 21.72], [20.69, -1.44, 22.99], [20.64, 0.08, 21.09], [18.93, -0.50, 21.22], [19.11, -1.91, 19.61], [20.33, 0.62, 18.78], [18.74, 0.41, 19.10], [18.72, -1.37, 17.10], [20.45, -1.08, 16.86], [21.18, 0.94, 15.99], [20.26, 2.02, 17.08], [19.95, 1.92, 15.30], [6.23, -5.41, 26.18], [4.83, -5.24, 26.71], [4.48, -3.78, 26.59], [4.01, -5.96, 25.90], [6.47, -6.47, 26.28], [7.04, -4.88, 26.69], [6.25, -5.05, 25.15], [4.89, -5.63, 27.72], [4.39, -3.48, 25.54], [5.22, -3.20, 27.13], [3.52, -3.64, 27.09], [4.14, -5.61, 25.01], [8.84, 0.99, 26.97], [7.80, 1.27, 28.05], [8.38, 2.07, 29.21], [6.74, 2.01, 27.49], [8.52, 0.33, 26.17], [9.71, 0.47, 27.39], [9.18, 1.93, 26.53], [7.34, 0.36, 28.43], [9.05, 1.53, 29.88], [7.56, 2.53, 29.76], [8.95, 2.95, 28.96], [6.71, 1.96, 26.53], [16.51, 0.60, 35.30], [16.06, -0.79, 34.88], [15.31, -0.82, 33.45], [17.10, -1.68, 34.92], [17.15, 1.08, 34.56], [16.90, 0.72, 36.31], [15.65, 1.26, 35.42], [15.34, -1.07, 35.65], [14.93, -1.83, 33.33], [15.96, -0.57, 32.62], [14.57, -0.02, 33.48], [16.75, -2.58, 34.89], [8.00, 7.60, 27.86], [9.35, 8.10, 27.37], [9.31, 9.53, 26.93], [10.29, 8.06, 28.35], [7.98, 6.54, 28.10], [7.30, 7.71, 27.03], [7.66, 8.24, 28.66], [9.63, 7.41, 26.57], [8.65, 9.66, 26.07], [10.24, 9.92, 26.53], [8.93, 10.28, 27.61], [10.06, 8.59, 29.12], [15.43, 2.90, 22.35], [13.94, 2.73, 22.19], [13.38, 1.35, 22.60], [13.32, 3.71, 23.01], [15.72, 2.81, 23.40], [15.79, 3.83, 21.93], [16.01, 2.10, 21.89], [13.72, 2.86, 21.13], [13.72, 0.53, 21.98], [12.29, 1.37, 22.61], [13.63, 1.08, 23.63], [13.63, 3.57, 23.91], [15.67, -9.16, 23.92], [17.10, -9.17, 24.02], [15.30, -10.16, 23.69], [15.18, -8.89, 24.86], [15.29, -8.40, 23.24], [17.33, -9.56, 24.86], [21.49, -1.32, 29.38], [21.72, -1.28, 27.97], [20.89, -2.21, 29.60], [22.38, -1.51, 29.98], [20.91, -0.52, 29.83], [21.91, -2.17, 27.64]], "mulliken_charge": [-0.67, -0.35, -0.30, -0.87, -0.28, -0.62, -0.61, -0.33, -0.75, 0.24, 0.25, 0.30, 0.26, 0.41, 0.42, 0.34, 0.24, 0.33, 0.49, 0.26, 0.43, 0.32, 0.29, 0.25, -0.53, -0.32, -0.77, -0.54, -0.27, -0.62, -0.62, -0.31, -0.65, 0.25, 0.30, 0.12, 0.47, 0.25, 0.31, 0.42, 0.31, 0.32, 0.43, 0.39, 0.28, 0.20, 0.33, 0.25, -0.83, -0.16, -0.62, -0.74, -0.34, -0.67, -0.58, -0.28, -0.77, 0.34, 0.20, 0.35, 0.33, 0.39, 0.43, 0.38, 0.26, 0.43, 0.30, 0.36, 0.39, 0.26, 0.31, 0.30, -0.95, -0.09, -0.85, -0.66, -0.39, -0.54, -0.74, -0.15, -0.84, 0.35, 0.38, 0.24, 0.44, 0.49, 0.36, 0.33, 0.25, 0.39, 0.29, 0.41, 0.41, 0.32, 0.30, 0.23, -0.80, -0.17, -0.71, -0.57, -0.34, -0.62, -0.23, -0.42, -0.68, 0.22, 0.30, 0.32, 0.39, 0.40, 0.38, 0.34, 0.21, 0.40, 0.28, 0.09, 0.36, 0.32, 0.25, 0.26, -1.19, 0.16, -1.05, -0.54, 0.30, 0.36, 0.34, 0.34, 0.33, 0.29, 0.30, 0.36, -1.45, 0.83, -1.36, -0.58, 0.40, 0.35, 0.39, 0.08, 0.36, 0.36, 0.28, 0.32, -1.30, 0.55, -1.05, -0.55, 0.31, 0.36, 0.32, 0.15, 0.34, 0.31, 0.23, 0.33, -1.21, 0.48, -1.32, -0.54, 0.27, 0.34, 0.33, 0.24, 0.38, 0.34, 0.35, 0.33, -1.00, 0.37, -0.81, -0.56, 0.20, 0.30, 0.25, 0.28, 0.36, 0.33, -0.04, 0.34, -0.60, -0.50, 0.28, 0.23, 0.27, 0.28, -0.54, -0.49, 0.21, 0.28, 0.25, 0.29]}